1.
Here is 2 unconnected molecules or ions with the total composition C4H9NO in a non-equilibrium geometry from the Open Molecules 2025 dataset. Energies are from ωB97M-V/def2-TZVPD.

The geometry in XYZ format:
```
15
Properties=species:S:1:pos:R:3:forces:R:3:lowdin_charge:R:1
H 1.6230 -0.7502 -0.6704 3.36 0.87 -0.13 0.03
H -1.7914 1.1817 1.0241 -0.03 -0.25 -0.10 0.08
H -2.7204 1.1257 -0.4724 -0.08 -0.07 0.11 0.08
H -2.8480 -0.2194 0.6833 0.12 -0.01 -0.07 0.07
H 1.7504 0.0084 1.6934 0.13 -0.30 -0.77 0.08
C 1.0303 -0.6529 1.2083 -1.14 0.00 0.37 0.08
H 0.5658 0.8309 -1.5140 0.00 -0.04 0.24 0.10
C 0.2694 -0.2893 0.1698 -0.89 0.83 1.66 -0.37
N 0.1021 0.8986 -0.6073 0.05 0.17 -0.05 0.07
O 2.6290 -0.5055 -0.6236 -0.13 -0.47 -1.33 -0.14
H 2.7686 0.4558 -0.7147 -0.50 -0.71 -0.06 0.05
H 0.9749 -1.6582 1.6067 -0.46 0.12 0.25 0.08
H -1.2540 -0.6849 -1.3817 0.13 0.08 0.02 0.14
C -2.1652 0.5112 0.2429 -0.17 -0.02 -0.01 -0.06
C -1.0005 -0.0956 -0.5030 -0.39 -0.20 -0.12 -0.29
```
Forces are in eV/Å.

Properties
SMILES: C=C1N[C@@H]1C.O
Relative energy (zero: lowest compared OMol25 entry of this formula, charge and spin), kJ/mol: 416.6

***

2.
Here is C5H8O in the gas phase from the Open Molecules 2025 dataset. Energies are from ωB97M-V/def2-TZVPD.

The geometry in XYZ format:
```
14
Properties=species:S:1:pos:R:3:forces:R:3:lowdin_charge:R:1
H -2.4004 -0.8712 -0.2277 0.12 -0.22 0.04 0.11
H 1.0626 2.3033 0.6252 0.04 -0.16 -0.03 0.10
C 1.0854 0.1762 1.3337 0.03 -0.11 0.09 -0.11
H 0.8754 0.4784 2.3593 -0.02 -0.15 -0.27 0.10
O -1.2637 -0.0961 -1.8012 -0.03 0.24 0.02 -0.04
H 1.7676 -0.6678 1.2627 -0.20 0.11 -0.16 0.10
C 1.1680 1.2696 0.3119 0.10 0.19 -0.15 -0.12
C -0.0360 0.3765 0.3351 -0.13 0.07 -0.02 -0.25
C -0.3182 -0.5359 -0.8170 0.26 -0.06 -0.04 -0.27
C -1.6317 -1.1637 -0.9424 -0.20 -0.25 0.16 -0.13
H 0.5289 -1.0008 -1.3315 -0.03 -0.07 0.54 0.15
H -1.7480 -2.1608 -1.3694 0.04 0.28 -0.13 0.11
H 1.8538 1.1110 -0.5158 -0.08 0.08 0.11 0.10
H -0.9437 0.7815 0.7770 0.11 0.06 -0.17 0.14
```
Forces are in eV/Å.

Properties
SMILES: C1CC1[C@H]1CO1
Relative energy (zero: lowest compared OMol25 entry of this formula, charge and spin), kJ/mol: 217.6

***

3.
Here is 12 unconnected molecules or ions with the total composition C27H84N12O12 in a non-equilibrium geometry from the Open Molecules 2025 dataset. Energies are from ωB97M-V/def2-TZVPD.

The geometry in XYZ format:
```
135
Properties=species:S:1:pos:R:3:forces:R:3:lowdin_charge:R:1
O -7.8321 -18.0765 -10.0084 0.36 0.06 -0.81 -0.05
H -5.2255 -23.0299 -14.1700 -0.59 -0.16 -0.11 0.13
C -6.3231 -22.4324 -11.4298 0.05 0.91 -0.14 -0.05
N -12.3237 -16.3867 -11.3799 -0.92 -0.98 -1.58 0.05
N -9.2873 -12.1533 -13.6880 -2.40 2.20 -0.82 0.18
H -4.3083 -17.4816 -5.0973 -0.17 -0.54 -0.36 0.11
H -13.2240 -16.0563 -11.6965 -0.36 0.56 0.75 0.06
H -11.3511 -25.4954 -15.4726 -0.56 0.15 -0.42 0.07
N -10.5484 -24.8976 -15.6083 -0.91 -0.48 -1.03 0.05
H -8.4403 -19.6727 -16.7471 0.24 0.38 -0.64 0.13
C -9.6981 -20.7989 -7.4590 -0.23 -0.56 -1.37 -0.37
H -12.2050 -21.5851 -12.3118 -0.18 0.78 0.16 0.09
H -0.3763 -19.2601 -12.3144 0.02 -0.21 -0.10 0.07
C -7.2538 -16.2276 -15.1309 0.30 3.25 1.67 -0.21
H -7.1335 -22.1324 -12.0942 -0.27 -0.30 0.03 0.07
H -5.2092 -18.8219 -5.7434 0.05 0.20 0.28 0.13
H -10.3087 -13.7876 -9.4804 -0.06 0.12 0.21 0.05
O -10.0697 -18.6520 -8.2939 0.81 -0.05 2.04 -0.23
O -8.9157 -13.9788 -12.5034 -0.95 -2.16 2.44 0.03
H -12.1827 -18.2147 -14.2494 -0.04 -0.10 -0.30 0.11
O -11.2551 -17.9415 -3.8342 -2.04 -0.50 0.20 0.04
O -4.0859 -21.8541 -13.0437 1.26 4.14 0.85 -0.19
H -2.8376 -19.3915 -11.0657 0.22 -0.44 -0.23 0.12
C -8.7958 -24.3539 -14.0942 1.83 0.91 0.97 -0.08
O -6.3589 -17.4438 -7.5505 1.75 0.02 0.98 0.00
H -4.8984 -23.8711 -10.1418 0.58 -0.04 0.30 0.06
H -10.2998 -16.8316 -5.6963 0.08 0.35 0.41 0.06
H -5.7784 -21.5053 -11.2513 0.42 0.02 -0.18 0.06
H -6.6305 -17.7994 -17.6059 -0.32 -0.44 -0.23 0.12
N -9.4897 -17.1123 -2.7489 1.11 0.97 1.69 0.15
C -9.8252 -17.2894 -8.0571 -0.58 0.51 -1.94 -0.12
H -9.6317 -17.6806 -12.9721 -0.46 -0.23 -0.56 0.05
H -1.6341 -18.4886 -10.1905 -0.09 0.34 0.73 0.13
H -8.6168 -18.8634 -14.2643 0.50 0.94 -0.70 0.05
H -9.8702 -16.4626 -11.8719 -0.06 -0.08 0.53 0.05
H -5.8889 -18.2050 -16.0854 0.15 1.14 0.60 0.11
H -8.6380 -16.6244 -2.9868 0.08 -0.43 1.02 0.09
C -8.5131 -13.0756 -13.1796 0.18 0.08 -1.14 -0.75
C -5.4217 -23.5130 -12.0235 -0.01 1.22 -0.24 -0.41
H -9.0032 -16.0659 -4.8975 -0.29 -0.14 0.19 0.11
N -7.2772 -12.9542 -13.5867 4.35 -0.16 -0.70 0.19
N -6.4764 -20.4871 -16.5474 -1.44 0.51 0.84 0.03
H -5.1631 -18.1197 -11.6715 0.00 -0.20 0.00 0.10
H -6.9738 -12.4242 -14.3912 -0.48 0.07 0.27 0.12
H -10.9444 -20.4119 -8.9937 0.33 -0.07 -0.43 0.05
H -7.4649 -15.1213 -11.9253 -0.76 0.19 -0.13 -0.01
H -6.9970 -15.3146 -15.6681 1.02 0.74 0.41 0.08
O -10.4156 -14.5107 -10.0984 -0.17 -0.04 0.50 -0.05
H -10.4797 -16.9132 -7.2709 0.09 0.19 -0.24 0.08
H -8.4860 -20.4368 -14.5835 0.33 -0.64 -0.41 0.06
H -2.5734 -18.0846 -12.9639 -0.05 0.13 -0.33 0.12
C -7.5094 -19.4176 -16.2406 0.63 -0.52 0.10 -0.36
H -8.1194 -15.9163 -14.5462 0.38 0.00 1.02 0.08
H -11.7684 -15.6537 -10.9622 -0.07 0.18 -0.17 0.02
C -12.7205 -17.8542 -13.3725 -0.32 0.66 -0.55 -0.13
H -10.7320 -20.5824 -12.8974 -0.79 0.63 -0.04 0.08
H -11.7597 -20.7514 -7.7443 -0.26 -0.23 0.64 0.07
H -8.7538 -17.1374 -7.9264 -0.07 0.47 0.67 0.08
H -10.0929 -16.8479 -9.0171 -0.11 0.71 0.29 0.08
H -0.1714 -18.0082 -13.5277 -0.14 0.22 0.09 0.07
H -10.6162 -25.0270 -13.5495 -0.45 -0.10 0.30 0.14
H -11.6238 -16.0904 -13.3934 0.17 0.32 -0.12 0.13
C -7.8987 -19.5319 -14.7391 -0.17 -0.92 0.15 -0.04
H -5.0126 -18.9994 -10.0845 -0.11 -0.03 -0.09 0.10
H -11.9225 -23.0791 -14.2881 -0.54 0.09 0.81 0.12
H -7.0101 -18.1606 -9.5252 0.10 0.01 0.41 -0.02
N -4.8705 -15.9635 -6.6318 1.16 3.85 -0.41 0.16
H -10.5209 -22.3767 -14.8910 0.52 0.74 0.19 0.12
H -6.1184 -20.4315 -17.4902 -0.02 0.20 -0.08 0.06
H -9.8447 -25.5831 -15.8427 0.37 0.18 -0.20 0.06
H -6.5568 -13.5765 -13.2494 -0.32 -0.26 0.16 0.10
H 0.2533 -17.7281 -11.8200 -0.01 0.25 0.02 0.07
H -9.8662 -14.2716 -10.8449 0.39 0.13 -0.72 -0.01
H -9.5636 -21.5173 -6.6503 -0.67 0.39 0.53 0.13
C -3.1749 -21.3316 -13.9970 0.28 -0.12 1.21 -0.06
H -6.0653 -24.3118 -12.3921 0.17 -0.46 0.26 0.12
H -3.5617 -23.4646 -11.0650 -0.25 0.30 0.02 0.07
C -4.8710 -18.0623 -10.6229 1.77 0.87 0.19 -0.03
H -5.7312 -20.3034 -15.8908 0.42 -0.26 -0.09 0.03
H -8.5094 -18.3033 -9.3712 -0.35 -0.39 0.03 -0.02
C -11.7549 -16.8909 -12.6654 0.01 0.09 1.21 -0.40
H -4.9369 -15.1919 -7.2801 -0.19 -0.31 0.25 0.13
H -8.6773 -18.9467 -6.7873 0.10 0.00 0.25 0.11
C -0.4682 -18.1891 -12.4946 -0.70 -0.44 0.32 -0.06
N -1.9911 -16.3036 -12.0402 0.60 -0.24 -0.31 0.05
H -12.9726 -18.7393 -12.7884 -0.34 0.17 0.34 0.12
H -6.5709 -16.0592 -11.1423 -0.14 -0.24 0.15 0.00
C -8.5962 -21.2960 -8.4341 0.85 1.13 1.00 -0.08
H -6.7059 -22.6575 -10.4344 -0.30 -0.56 -0.15 0.06
H -15.5263 -17.6319 -15.1115 0.01 0.43 0.02 0.08
C -5.4452 -17.1324 -6.7492 -3.10 0.34 -2.65 -0.70
H -9.5731 -17.7676 -1.9849 0.11 0.33 -0.28 0.11
H -4.3437 -15.8981 -5.7726 0.17 1.13 -0.84 0.10
C -2.4637 -18.3828 -10.8895 1.31 -1.96 -1.42 -0.27
C -10.3613 -17.3696 -12.2243 0.54 0.00 -0.81 -0.05
H -7.0466 -19.6544 -14.0706 0.27 0.27 -0.03 0.08
H -15.4604 -18.5673 -13.6626 0.28 -0.57 0.13 0.09
C -9.6770 -19.2977 -7.0433 -0.04 -1.83 -2.06 -0.13
N -4.4450 -23.9537 -11.0406 -0.56 -0.95 0.21 0.04
H -10.7174 -21.2635 -11.2791 -0.56 0.19 0.16 0.08
H -2.6490 -22.1417 -14.5022 0.07 0.05 -0.19 0.09
C -6.8535 -18.0502 -16.5689 -2.25 -0.07 0.75 -0.14
H -10.3371 -18.1400 -11.4536 -0.38 0.18 0.13 0.07
O -10.4912 -22.5499 -12.7396 -0.05 -1.60 -1.58 -0.20
H -3.8590 -23.7722 -13.3696 0.21 -0.59 -0.34 0.12
H -5.3879 -17.2311 -10.1433 -0.22 -0.40 0.03 0.06
H -14.2525 -18.7800 -15.0541 -0.19 -0.70 0.21 0.08
C -1.9133 -17.7562 -12.1610 0.74 -0.18 -0.96 -0.44
O -6.5980 -15.5268 -11.9374 0.71 0.07 -0.11 -0.05
O -7.7656 -17.0139 -16.0458 0.14 -4.87 -3.69 -0.18
H -1.2221 -16.1026 -11.4169 0.29 0.63 0.14 0.06
H -8.7265 -22.3649 -8.6030 -0.19 0.24 -0.34 0.08
C -10.8587 -23.0013 -14.0640 0.19 0.25 -0.10 -0.19
H -2.8145 -16.1454 -11.4772 -0.25 0.42 -0.10 0.06
C -14.8283 -18.1050 -14.4208 -0.52 0.04 -0.83 -0.17
H -10.4125 -19.0588 -6.2752 -0.01 -0.10 0.18 0.11
H -7.6259 -21.1681 -7.9543 0.27 -0.15 0.30 0.07
O -13.9676 -17.1621 -13.8883 2.54 -0.10 1.62 -0.19
N -4.9519 -17.8461 -5.7851 0.37 -4.77 2.73 0.16
C -10.3407 -17.1585 -3.7781 0.40 -3.11 1.29 -0.77
C -10.2452 -24.3547 -14.3231 -0.15 -0.74 1.45 -0.51
H -2.4921 -20.7644 -13.3644 0.45 -0.03 -0.28 0.07
H -6.4144 -16.6392 -14.5705 -0.16 0.15 0.36 0.09
H -8.8792 -11.4012 -14.2245 -0.56 -0.07 0.26 0.12
H -8.2915 -23.4721 -14.4895 0.02 0.07 -0.40 0.08
N -9.8956 -16.5326 -4.8203 0.70 2.61 -4.09 0.17
O -3.4798 -17.6095 -10.4857 -3.18 1.15 2.00 -0.21
N -10.9389 -21.0777 -8.2342 -0.09 -0.08 0.68 0.03
H -8.6668 -24.2629 -13.0157 0.38 -0.18 0.05 0.08
H -8.4656 -20.6909 -9.3313 -0.60 -0.26 -0.33 0.06
C -11.1340 -21.3849 -12.2790 1.08 -0.69 -0.38 -0.09
C -4.6472 -23.0296 -13.2460 -0.97 -3.02 -1.02 -0.29
H -10.2622 -12.1704 -13.4244 0.21 0.23 -0.30 0.13
H -8.2721 -25.2377 -14.4586 -0.15 -0.13 0.06 0.08
H -3.5697 -20.5939 -14.6955 -0.59 -0.33 -0.24 0.08
```
Forces are in eV/Å.

Properties
SMILES: COC[C@H](C)N.COC[C@H](C)N.COC[C@H](C)N.COC[C@H](C)N.COC[C@H](C)N.COC[C@H](C)N.NC(N)=O.NC(N)=O.NC(N)=O.O.O.O
Relative energy (zero: lowest compared OMol25 entry of this formula, charge and spin), kJ/mol: 518.4

***

no.,electronic energy (a.u.),lowest unoccupied orbital energy (eV),highest occupied orbital energy (eV)
1,-287.67378,0.901,-8.8
2,-270.47500,1.210,-10.1
3,-2638.89529,-0.139,-8.4